(1)
Entry from the OMol25 dataset: a cluster of 2 separate species, C3H8N3 in total (the ωB97M-V functional and the def2-TZVPD basis).

The largest force on an atom comes out at 5.913 eV/Å. Its HOMO energy is -0.421 Ha. The orbital gap comes out at 7.805 eV. The total energy comes out at -7701.1261 eV. Its charge is +1.

Last column: Mulliken charge in e.
Positions of all 14 atoms, in Å:
1 N -1.696 -0.678 -1.433  -0.3737
2 N -1.786 0.145 0.703  -0.2452
3 N 2.246 0.110 0.253  0.0148
4 C -1.385 0.248 -0.509  0.2016
5 C 2.681 0.288 1.442  -0.3746
6 C 1.578 0.087 -0.703  -0.3504
7 H -1.394 -0.597 -2.428  0.2713
8 H -2.434 -1.347 -1.239  0.2216
9 H 2.805 1.217 1.896  0.2802
10 H -1.884 0.912 1.307  0.2647
11 H -0.929 1.241 -0.843  0.3852
12 H 2.703 -0.454 2.223  0.2515
13 H 1.826 -0.548 -1.532  0.2525
14 H -2.331 -0.624 0.863  0.2005

(2)
Entry from the OMol25 dataset: the ion C3H8N3 with charge +1 (the ωB97M-V functional and the def2-TZVPD basis).

The largest force on an atom comes out at 3.693 eV/Å. Its HOMO energy is -0.522 Ha. The SMILES is CC=[N+]=NCN. The orbital gap comes out at 8.848 eV. The total energy comes out at -7700.7357 eV. Its charge is +1.

Last column: Mulliken charge in e.
Positions of all 14 atoms, in Å:
1 N -2.048 0.855 0.223  -0.5001
2 N -0.728 -1.031 -0.206  -0.3855
3 N 0.301 -0.662 0.279  0.4805
4 C -2.048 -0.527 -0.197  -0.1053
5 C 2.508 0.287 -0.303  -0.9008
6 C 1.493 -0.412 0.535  0.0675
7 H 3.442 -0.342 -0.428  0.2898
8 H -2.998 1.080 0.603  0.2310
9 H -2.691 -1.217 0.563  0.3596
10 H 2.869 1.077 0.213  0.3507
11 H -2.306 -0.657 -1.256  0.2718
12 H 1.830 -0.926 1.455  0.3369
13 H 2.052 0.845 -1.200  0.3009
14 H -1.676 1.629 -0.281  0.2030

(3)
Entry from the OMol25 dataset: a structure of composition C3H8N3O (the ωB97M-V functional and the def2-TZVPD basis).

The largest force on an atom comes out at 5.563 eV/Å. Its HOMO energy is -0.512 Ha. The orbital gap comes out at 8.644 eV. The total energy comes out at -9747.3685 eV. Its charge is +1.

Last column: Mulliken charge in e.
Positions of all 15 atoms, in Å:
1 O -0.909 0.775 -1.938  -0.3641
2 N 0.782 -1.476 -0.912  -0.8556
3 N 0.480 -0.344 -0.374  0.6004
4 N -0.380 1.629 0.270  -0.4053
5 C 0.796 -0.111 1.036  -0.2772
6 C 0.004 1.091 1.391  -0.3029
7 C -0.374 0.712 -0.737  0.3133
8 H 0.670 -2.407 -0.342  0.2818
9 H -1.430 1.584 -1.887  0.4037
10 H 0.889 -1.072 1.657  0.3897
11 H -1.520 -0.411 0.660  0.0473
12 H 1.188 -1.438 -1.803  0.2109
13 H 1.781 0.328 0.915  0.3372
14 H -0.281 1.662 2.188  0.5080
15 H -1.694 -0.524 -0.122  0.1128

(4)
Entry from the OMol25 dataset: a cluster of 2 separate species, C3H8N3O in total (the ωB97M-V functional and the def2-TZVPD basis).

The largest force on an atom comes out at 4.299 eV/Å. Its HOMO energy (spin up / spin down) is -0.449 / -0.449 Ha. The orbital gap (spin up / spin down) comes out at 7.909 / 7.908 eV. The total energy comes out at -9748.0744 eV. Its charge is +1.

Last column: Mulliken charge in e.
Positions of all 15 atoms, in Å:
1 O -1.264 0.524 -0.550  -0.2512
2 N 2.683 -0.608 0.716  -0.2987
3 N -1.602 -0.427 1.586  -0.2442
4 N 1.810 0.869 -0.830  -0.2593
5 C -1.178 -0.026 0.537  0.7373
6 C 1.669 -0.018 0.098  -0.2146
7 C -2.458 1.256 -0.979  -0.6697
8 H 2.603 1.072 -1.478  0.2146
9 H -3.381 1.102 -0.267  0.3361
10 H -2.224 2.264 -1.249  0.2908
11 H 3.589 -0.651 0.187  0.2507
12 H -2.746 0.844 -1.879  0.3291
13 H 2.398 -1.444 1.246  0.2831
14 H 1.078 1.547 -1.099  0.2113
15 H -1.443 -0.884 2.456  0.2848

(5)
Entry from the OMol25 dataset: a cluster of 2 separate species, C3H8N3O2 in total (the ωB97M-V functional and the def2-TZVPD basis).

The largest force on an atom comes out at 0.324 eV/Å. Its HOMO energy is -0.167 Ha. The orbital gap comes out at 8.522 eV. The total energy comes out at -11808.2200 eV. Its charge is -1.

Last column: Mulliken charge in e.
Positions of all 16 atoms, in Å:
1 O 0.339 -1.516 -1.488  -0.7365
2 O 1.644 -0.701 0.158  -0.8559
3 N -0.751 0.634 0.635  -0.0739
4 N 0.300 2.471 1.616  -0.6552
5 N 2.353 -2.482 -1.067  -0.5506
6 C 1.372 -1.484 -0.790  0.6454
7 C -0.738 1.882 1.135  0.0607
8 C -1.905 0.172 -0.100  -0.8416
9 H 0.153 0.150 0.433  0.2848
10 H -1.739 2.338 1.141  0.2307
11 H 2.321 -2.778 -2.028  0.2295
12 H -2.096 -0.885 0.081  0.2186
13 H -1.764 0.297 -1.173  0.2441
14 H -2.786 0.711 0.261  0.4053
15 H 0.034 3.404 1.916  0.1838
16 H 3.264 -2.213 -0.730  0.2109

(6)
Entry from the OMol25 dataset: a cluster of 2 separate species, C3H8N3O2 in total (the ωB97M-V functional and the def2-TZVPD basis).

The largest force on an atom comes out at 3.945 eV/Å. Its HOMO energy (spin up / spin down) is -0.483 / -0.504 Ha. The orbital gap (spin up / spin down) comes out at 7.354 / 8.068 eV. The total energy comes out at -11791.2540 eV. Its charge is +1.

Last column: Mulliken charge in e.
Positions of all 16 atoms, in Å:
1 O 1.761 1.121 0.744  -0.3169
2 O 3.384 0.307 -0.515  -0.5027
3 N -0.820 1.240 -0.030  -0.2994
4 N -0.630 -1.824 0.398  -0.2213
5 N 2.285 0.149 -0.065  0.7988
6 C 0.244 -0.961 0.146  0.2509
7 C 1.539 -1.015 -0.178  -0.5382
8 C -2.125 0.967 -0.602  -0.9104
9 H -1.073 1.564 1.002  0.2573
10 H 2.486 1.779 0.757  0.3891
11 H -1.596 -1.707 0.258  0.2427
12 H -0.383 -2.641 1.012  0.2930
13 H -1.916 0.347 -1.498  0.3261
14 H -2.445 1.920 -0.995  0.3387
15 H 2.074 -1.827 -0.539  0.5240
16 H -2.785 0.581 0.104  0.3681

(7)
Entry from the OMol25 dataset: the ion C3H8N3O2 with charge +1 (the ωB97M-V functional and the def2-TZVPD basis).

The largest force on an atom comes out at 7.280 eV/Å. Its HOMO energy (spin up / spin down) is -0.513 / -0.513 Ha. The SMILES is CN/C(N)=C\[N+](=O)O. The orbital gap (spin up / spin down) comes out at 8.662 / 8.660 eV. The total energy comes out at -11794.5217 eV. Its charge is +1.

Last column: Mulliken charge in e.
Positions of all 16 atoms, in Å:
1 O -1.648 -1.010 -0.851  -0.3682
2 O -3.072 0.253 0.225  -0.5405
3 N 1.200 -0.411 -0.254  -0.1850
4 N -1.919 0.034 -0.094  0.8198
5 N 1.126 2.002 -0.234  -0.4205
6 C 0.922 -1.665 0.363  -1.0353
7 C -0.997 0.962 0.270  -0.5067
8 C 0.393 0.895 0.010  0.5534
9 H 0.549 -2.321 -0.313  0.3422
10 H 2.067 -0.098 -0.611  0.2312
11 H 0.759 2.991 -0.468  0.3034
12 H -1.142 1.703 1.084  0.3512
13 H 1.776 -2.160 0.726  0.4210
14 H -2.451 -1.533 -1.113  0.4132
15 H 2.101 1.936 0.010  0.2464
16 H 0.336 -1.578 1.250  0.3745

(8)
Entry from the OMol25 dataset: a cluster of 2 separate species, C3H8N3P in total (the ωB97M-V functional and the def2-TZVPD basis).

The largest force on an atom comes out at 3.603 eV/Å. Its HOMO energy is -0.330 Ha. The SMILES is [H]/N=P/N.N=C1CC1. The orbital gap comes out at 9.876 eV. The total energy comes out at -16997.2119 eV. Its charge is 0.

Last column: Mulliken charge in e.
Positions of all 15 atoms, in Å:
1 P -2.920 -0.353 -0.159  0.2379
2 N -3.316 0.993 -0.825  -0.5214
3 N -2.102 -0.018 1.311  -0.5030
4 N 0.211 -1.219 -0.056  -0.4326
5 C 2.612 -0.160 -0.597  -0.4056
6 C 1.247 -0.498 -0.175  0.2566
7 C 1.752 0.741 0.283  -0.4465
8 H 2.750 0.117 -1.667  0.2187
9 H -1.507 -0.892 1.539  0.2817
10 H 0.183 -2.098 -0.592  0.1783
11 H 3.422 -0.892 -0.185  0.2135
12 H 1.259 1.584 -0.342  0.1583
13 H 1.929 1.123 1.302  0.2696
14 H -1.659 0.749 1.782  0.2476
15 H -3.862 0.823 -1.618  0.2470

(9)
Entry from the OMol25 dataset: an isolated molecule of C3H8N3PS3 (the ωB97M-V functional and the def2-TZVPD basis).

The largest force on an atom comes out at 5.142 eV/Å. Its HOMO energy is -0.317 Ha. The SMILES is NP(N)(=S)SC1=NCCS1. The orbital gap comes out at 9.059 eV. The total energy comes out at -49506.0994 eV. Its charge is 0.

Last column: Mulliken charge in e.
Positions of all 18 atoms, in Å:
1 S -2.325 1.914 0.240  -0.1691
2 S 2.321 -0.125 1.870  -0.3820
3 S 0.577 2.254 -0.230  -0.2444
4 P 2.109 0.643 0.081  0.5531
5 N 2.096 -0.518 -1.168  -0.5233
6 N -0.521 -0.018 0.337  -0.2419
7 N 3.411 1.537 -0.553  -0.5436
8 C -1.779 -0.621 0.774  -0.6744
9 C -2.847 0.490 1.081  -0.3214
10 C -0.770 1.216 0.126  0.5139
11 H 1.817 -0.181 -2.129  0.2432
12 H -1.659 -1.398 1.613  0.2776
13 H -3.923 0.169 0.743  0.3013
14 H 1.795 -1.394 -0.999  0.2175
15 H 3.740 2.151 0.177  0.2528
16 H -2.211 -1.463 0.019  0.2089
17 H 3.376 1.729 -1.503  0.2519
18 H -3.018 0.732 2.187  0.2800

(10)
Entry from the OMol25 dataset: a cluster of 2 separate species, C3H8N3S in total (the ωB97M-V functional and the def2-TZVPD basis).

The largest force on an atom comes out at 4.460 eV/Å. Its HOMO energy (spin up / spin down) is -0.487 / -0.487 Ha. The orbital gap (spin up / spin down) comes out at 8.458 / 8.459 eV. The total energy comes out at -18534.3601 eV. Its charge is +1.

Last column: Mulliken charge in e.
Positions of all 15 atoms, in Å:
1 S 3.929 -0.562 -0.076  -0.0205
2 N -1.347 -0.536 -0.571  -0.3699
3 N -0.870 0.685 -0.348  0.1645
4 N 1.401 0.201 -0.169  -0.4242
5 C 0.357 1.037 -0.275  0.0588
6 C 2.569 0.325 0.255  0.0619
7 C -2.485 -0.800 0.251  -0.8699
8 H -2.834 -1.764 0.183  0.3656
9 H 2.899 1.570 1.526  0.2471
10 H -2.115 -0.579 1.343  0.3367
11 H -1.534 1.380 -0.374  0.2428
12 H -0.648 -1.381 -0.505  0.3390
13 H 3.438 -1.416 -0.913  0.1826
14 H -3.447 -0.248 -0.037  0.2772
15 H 0.687 2.086 -0.290  0.4081

(11)
Entry from the OMol25 dataset: the ion C3H8N3S2 with charge +1 (the ωB97M-V functional and the def2-TZVPD basis).

The largest force on an atom comes out at 3.510 eV/Å. Its HOMO energy is -0.465 Ha. The SMILES is N[C@@]1(S[NH3+])N=CCS1. The orbital gap comes out at 8.597 eV. The total energy comes out at -29372.8199 eV. Its charge is +1.

Last column: Mulliken charge in e.
Positions of all 16 atoms, in Å:
1 S -1.332 -0.095 -1.292  -0.0858
2 S 1.347 -1.361 -0.492  -0.0283
3 N 2.631 -0.163 -0.373  -0.4832
4 N -0.916 -0.341 1.173  -0.4764
5 N 0.513 1.212 0.235  -0.6412
6 C -2.029 -0.918 1.050  -0.2436
7 C -0.281 0.100 0.061  0.5495
8 C -2.638 -0.676 -0.322  -0.4584
9 H 3.421 -0.614 0.178  0.3798
10 H 3.125 0.161 -1.192  0.3630
11 H 0.446 1.537 1.160  0.2097
12 H 2.150 0.786 0.024  0.4236
13 H -3.331 0.096 -0.024  0.2917
14 H 0.704 1.849 -0.550  0.3237
15 H -2.489 -1.422 1.906  0.4225
16 H -3.179 -1.349 -0.907  0.4533

(12)
Entry from the OMol25 dataset: an isolated molecule of C3H8N4 (the ωB97M-V functional and the def2-TZVPD basis).

The largest force on an atom comes out at 1.667 eV/Å. Its HOMO energy is -0.260 Ha. The SMILES is CC(=C\N)/N=N/N. The orbital gap comes out at 8.104 eV. The total energy comes out at -9197.9930 eV. Its charge is 0.

Last column: Mulliken charge in e.
Positions of all 15 atoms, in Å:
1 N -0.644 -2.067 0.091  -0.3885
2 N 0.319 1.306 0.064  -0.5117
3 N -1.447 2.210 1.052  -0.3755
4 N -1.003 1.271 0.145  -0.1692
5 C -0.330 -0.784 0.466  0.1073
6 C 0.653 0.029 -0.142  0.3224
7 C 1.693 -0.355 -1.142  -1.1089
8 H 2.473 -0.959 -0.673  0.2719
9 H -1.123 -2.648 0.764  0.2122
10 H -0.542 -0.605 1.516  0.3139
11 H -2.336 2.610 0.777  0.2344
12 H 2.160 0.536 -1.571  0.3166
13 H -0.691 2.717 1.502  0.2696
14 H 1.279 -0.917 -1.987  0.3138
15 H -0.462 -2.346 -0.862  0.1915